Computed, not measured: BaH18O9 as an isolated structure, with ωB97M-V/def2-TZVPD.

Geometry as XYZ:
```
28
Properties=species:S:1:pos:R:3:mulliken_charge:R:1
Ba 0.2381 -0.0596 0.0433 1.6941
O -1.4865 2.1822 -0.2372 -0.5542
H -2.2648 1.8256 -0.6924 0.3115
H -1.8372 2.5486 0.5823 0.2666
O -2.4314 -0.8975 -0.2038 -0.4992
H -2.6822 -1.5383 -0.8883 0.3026
H -2.9080 -1.1828 0.5882 0.2411
O 2.9111 -0.6194 0.1450 -0.5199
H 3.6032 0.0476 0.0254 0.2760
H 3.3128 -1.4510 -0.1450 0.2740
O -0.7963 -0.0127 -2.5376 -0.5370
H -0.4903 0.6138 -3.2079 0.3016
H -1.7580 0.0957 -2.5158 0.2846
O 1.6492 1.3001 -1.7339 -0.5032
H 2.0533 0.9269 -2.5323 0.2574
H 1.5266 2.2437 -1.9258 0.2881
O -1.2113 0.4823 2.3336 -0.4517
H -1.5289 1.3910 2.3234 0.2080
H -1.6771 0.0762 3.0793 0.2667
O 0.4778 -2.6670 -0.9267 -0.4967
H 1.1909 -2.7642 -1.5743 0.2827
H 0.1466 -3.5662 -0.7950 0.2528
O 0.1664 -2.0408 2.0946 -0.5185
H -0.7232 -2.0396 2.4674 0.2721
H 0.5400 -2.8950 2.3548 0.2619
O 1.1458 2.3492 1.1411 -0.4717
H 0.7455 3.1895 1.4028 0.2610
H 2.0880 2.4618 1.3351 0.2491
```

Computed properties:
**Relative energy (zero: lowest compared OMol25 entry of this formula, charge and spin)**: 0.4366 eV
**Total charge**: +2
**Electronic energy**: -713.07777 hartree
**HOMO**: -18.4 eV
**Frontier orbital gap**: 12.349 eV